# 1
A cluster of 2 separate species, C4H13NO in total. Source: the Open Molecules 2025 dataset; level of theory: wB97M-V/def2-TZVPD.

Results
Charge: +1
2S+1: 2
HOMO-LUMO gap (spin up / spin down): 11.975 / 6.137 eV

Each line ends with the natural charge from an NBO analysis.
Geometry (Å):
C  1.07974  1.86533  0.27957  -0.605
C  0.53478  0.48815  0.11182  -0.109
C  -0.95794  0.41172  0.05526  -0.433
C  -1.40292  -0.54332  1.19498  -0.585
N  1.10219  -0.28815  -0.99426  -0.330
H  2.08849  1.78320  0.61053  0.234
H  1.13510  2.52702  -0.57951  0.238
H  0.44511  2.54264  0.85558  0.282
H  0.95347  0.19490  1.21407  0.290
H  -1.53652  1.27574  -0.05447  0.253
H  -1.24705  -0.19038  -0.86575  0.228
H  -1.40535  0.06688  2.13158  0.228
H  -2.32710  -0.95001  1.02066  0.243
H  -0.64918  -1.30897  1.41796  0.209
H  2.03192  -0.57224  -0.98426  0.410
H  0.83482  0.19426  -1.85694  0.418
H  -0.40733  -2.12073  -0.61031  0.436
H  0.27555  -2.57096  -1.65748  0.445
O  -0.54778  -2.80508  -1.28906  -0.852

***

# 2
A cluster of 3 separate species, C4H13NO2 in total. Source: the Open Molecules 2025 dataset; level of theory: wB97M-V/def2-TZVPD.

Results
Charge: -1
2S+1: 2
HOMO-LUMO gap (spin up / spin down): 2.431 / 8.729 eV

Each line ends with the natural charge from an NBO analysis.
Geometry (Å):
C  0.37960  0.83990  3.55718  -0.614
C  -0.21197  0.02909  2.34416  -0.461
C  0.64616  0.13463  1.14604  0.187
C  1.95785  0.44758  1.28161  -0.533
N  0.22383  -0.56814  -0.02307  -0.839
H  1.16528  0.46837  4.17795  0.199
H  0.71536  1.83682  3.16810  0.209
H  -0.40330  1.04356  4.24290  0.199
H  -0.49150  -0.99642  2.69043  0.221
H  -1.23243  0.38045  2.21480  0.211
H  2.25183  0.65765  2.25175  0.183
H  2.70748  0.20405  0.56248  0.194
H  -0.67607  -0.31785  -0.42998  0.377
H  0.92132  -0.37123  -0.78219  0.383
H  -3.14033  -0.41272  -3.40568  0.239
H  -3.09466  1.00996  -3.83957  0.367
O  -2.49610  0.36833  -3.51416  -1.467
H  0.08577  -1.99247  -3.23014  0.460
H  -0.25280  -0.40486  -3.29113  0.504
O  0.40202  -1.09777  -3.25361  -1.021

***

# 3
A cluster of 3 separate species, C4H13NO2 in total. Source: the Open Molecules 2025 dataset; level of theory: wB97M-V/def2-TZVPD.

Results
Charge: -1
2S+1: 2
HOMO-LUMO gap (spin up / spin down): 2.848 / 7.339 eV

Each line ends with the natural charge from an NBO analysis.
Geometry (Å):
C  0.80009  -1.61757  0.13406  -0.618
C  0.97925  -0.30386  -0.70424  -0.441
C  0.97852  0.99630  0.06716  0.080
C  0.95449  1.16527  1.47093  -0.819
N  0.98430  2.03405  -0.89122  -0.886
H  -0.29826  -1.74864  0.43649  0.200
H  1.42853  -1.51775  0.99303  0.206
H  1.35810  -2.59259  -0.22820  0.196
H  0.14261  -0.19709  -1.45614  0.126
H  1.91324  -0.38332  -1.35746  0.151
H  0.74096  0.18640  1.97392  0.189
H  0.68959  2.13804  1.92002  0.167
H  1.09082  1.93318  -1.89649  0.361
H  1.32936  2.97645  -0.47082  0.347
H  -1.65067  0.28960  0.40407  0.456
H  -1.75230  1.18105  1.54576  0.428
O  -2.34773  0.72136  0.89319  -1.067
H  -2.26422  -1.29963  -1.49212  0.433
H  -2.57440  -1.82347  -0.21787  0.461
O  -2.50229  -2.13777  -1.12406  -0.969

***

# 4
A cluster of 3 separate species, C4H13NO2 in total. Source: the Open Molecules 2025 dataset; level of theory: wB97M-V/def2-TZVPD.

Results
SMILES: C/C=C(/C)N.O.O
HOMO-LUMO gap: 9.258 eV

Each line ends with the natural charge from an NBO analysis.
Geometry (Å):
C  -0.75207  0.72997  -1.91085  -0.639
C  0.23762  0.58999  -0.77306  -0.331
C  0.05159  -0.06863  0.38697  0.189
C  1.11146  -0.14862  1.45334  -0.657
N  -1.10012  -0.88775  0.56997  -0.819
H  -1.37116  1.60497  -1.69546  0.220
H  -0.21719  0.81523  -2.85005  0.218
H  -1.46249  -0.09430  -1.92955  0.205
H  1.10360  1.24590  -0.80913  0.202
H  1.95699  -0.73417  1.08781  0.228
H  0.78135  -0.67187  2.34713  0.221
H  1.45179  0.85355  1.69158  0.231
H  -1.37808  -1.27978  -0.31222  0.373
H  -0.84167  -1.67749  1.15031  0.364
O  1.02081  -2.00213  -2.37066  -0.953
H  1.40098  -1.64149  -3.14897  0.465
H  1.03377  -1.28701  -1.70807  0.480
O  -0.86901  1.68612  3.24374  -0.947
H  -0.64173  1.99695  2.39296  0.472
H  -1.51644  0.97055  3.18422  0.478

***

# 5
A cluster of 3 separate species, C4H13NO2 in total. Source: the Open Molecules 2025 dataset; level of theory: wB97M-V/def2-TZVPD.

Results
HOMO-LUMO gap: 3.909 eV

Each line ends with the natural charge from an NBO analysis.
Geometry (Å):
C  1.64989  0.74393  0.12974  -0.600
O  3.04224  -1.57605  0.06201  -0.856
C  0.17656  0.32870  0.17351  -0.090
C  -0.64467  1.21830  -0.75148  -0.406
C  -2.23205  0.72455  -0.69847  -0.625
N  0.14980  -1.13136  -0.29466  -0.511
H  2.30140  -0.26087  0.13189  0.341
H  2.01171  1.04673  -0.88810  0.217
H  2.00024  1.42876  0.98716  0.231
H  -0.09920  0.44615  1.20550  0.287
H  -0.26331  1.04779  -1.67996  0.216
H  -0.66350  2.18114  -0.21738  0.222
H  -2.44102  -0.00979  -1.46516  0.202
H  -2.41083  0.22934  0.27348  0.260
H  -2.77753  1.63587  -0.84496  0.208
H  3.73856  -2.17626  -0.20087  0.459
H  0.94877  -1.56315  0.26076  0.419
H  -0.73419  -1.53130  0.04519  0.414
H  -1.99832  -1.70150  2.18859  0.431
O  -1.75454  -1.08099  1.58320  -0.819

***

# 6
A cluster of 3 separate species, C4H13NO2 in total. Source: the Open Molecules 2025 dataset; level of theory: wB97M-V/def2-TZVPD.

Results
SMILES: C/C=C/CN.O.O
HOMO-LUMO gap: 9.193 eV

Each line ends with the natural charge from an NBO analysis.
Geometry (Å):
C  -0.93387  1.72311  -0.94654  -0.651
C  -0.51648  0.98160  0.31137  -0.222
C  -0.95859  -0.23126  0.59499  -0.164
C  -0.51199  -1.10588  1.73161  -0.247
N  0.71392  -0.66944  2.42424  -0.849
H  -0.96408  1.06085  -1.80511  0.226
H  -1.69831  2.47520  -0.75343  0.215
H  -0.09545  2.37578  -1.21431  0.211
H  0.32217  1.44735  0.81923  0.169
H  -1.67706  -0.74688  -0.02525  0.216
H  -1.27987  -1.17882  2.51013  0.188
H  -0.38362  -2.12907  1.36714  0.182
H  1.06705  0.17133  1.99937  0.354
H  0.58351  -0.59881  3.41820  0.363
O  -0.24346  -2.00918  -1.64379  -0.962
H  0.23628  -1.41024  -2.22101  0.490
H  0.24915  -2.79872  -1.42233  0.477
O  1.65126  0.75706  -1.83168  -0.939
H  2.00499  0.92849  -0.94478  0.473
H  2.43444  0.95754  -2.36805  0.469

***

# 7
A cluster of 3 separate species, C4H13NO2 in total. Source: the Open Molecules 2025 dataset; level of theory: wB97M-V/def2-TZVPD.

Results
SMILES: C=C(C)NC.O.O
HOMO-LUMO gap: 8.605 eV

Each line ends with the natural charge from an NBO analysis.
Geometry (Å):
C  0.59398  1.92987  -0.40224  -0.503
C  1.16729  0.82866  0.13242  0.199
C  2.11555  -0.06190  -0.49328  -0.691
N  0.80191  0.37578  1.41043  -0.605
C  0.68062  -1.02112  1.74506  -0.414
H  0.80019  2.37607  -1.21236  0.186
H  -0.25076  2.36243  0.06603  0.192
H  2.28824  -1.15368  -0.26195  0.235
H  3.10352  0.42589  -0.64618  0.244
H  1.80536  -0.18499  -1.55841  0.222
H  0.27958  0.88534  1.94635  0.370
H  0.48905  -1.19465  2.83023  0.222
H  1.71826  -1.59817  1.48759  0.180
H  0.03860  -1.67227  1.08748  0.163
O  -1.48965  -1.65833  -1.69942  -0.923
H  -1.06217  -2.16813  -1.13495  0.454
H  -0.80403  -1.43692  -2.32149  0.471
O  -3.04342  0.46984  -0.21655  -0.935
H  -3.06092  -0.31118  -0.67728  0.469
H  -2.03830  0.49465  -0.04211  0.465

***

# 8
A cluster of 3 separate species, C4H13NO2 in total. Source: the Open Molecules 2025 dataset; level of theory: wB97M-V/def2-TZVPD.

Results
SMILES: C=C(N)CC.O.O
HOMO-LUMO gap: 8.913 eV

Each line ends with the natural charge from an NBO analysis.
Geometry (Å):
C  1.29244  -1.24384  0.97724  -0.512
C  0.53258  -0.73786  -0.03638  0.206
N  0.02167  0.57888  -0.18525  -0.876
C  0.32090  -1.57460  -1.33589  -0.458
C  -0.00042  -3.07892  -1.13126  -0.610
H  1.57823  -2.25726  1.08373  0.205
H  1.57240  -0.59254  1.74067  0.200
H  -0.31067  0.90323  -1.15743  0.396
H  -0.45286  0.97559  0.62662  0.394
H  1.31258  -1.49440  -1.94820  0.214
H  -0.32654  -1.13597  -2.13609  0.204
H  0.56290  -3.41362  -0.22155  0.209
H  -1.08343  -3.34748  -0.96073  0.212
H  0.43351  -3.71078  -1.94955  0.213
O  -2.27895  3.72654  1.02645  -0.944
H  -2.35977  3.79190  1.96839  0.480
H  -2.31634  2.81296  0.78862  0.471
O  0.69170  3.29947  1.26055  -0.955
H  0.92554  2.71343  0.64701  0.463
H  -0.11546  3.78527  0.94306  0.485

***

# 9
A cluster of 3 separate species, C4H13NO2 in total. Source: the Open Molecules 2025 dataset; level of theory: wB97M-V/def2-TZVPD.

Results
HOMO-LUMO gap: 4.093 eV

Each line ends with the natural charge from an NBO analysis.
Geometry (Å):
C  0.40859  -1.84766  0.35682  -0.642
C  -0.37088  -0.88946  -0.47757  -0.258
C  -0.09928  0.67741  -0.27259  -0.078
C  -1.24960  1.61059  -0.50204  -0.619
N  1.06592  0.96811  -0.96855  -0.460
H  1.44257  -1.95749  0.04098  0.264
H  0.35305  -1.49789  1.38638  0.231
H  -0.18217  -2.77670  0.42035  0.234
H  -0.24515  -1.10773  -1.54429  0.195
H  -1.51618  -1.05184  -0.19721  0.374
H  -0.92513  2.65328  -0.48826  0.221
H  -2.07076  1.49144  0.23184  0.286
H  1.08307  0.62933  -1.92685  0.370
H  1.94898  0.66362  -0.40502  0.451
H  3.44666  0.44292  1.18729  0.449
H  0.08631  0.73691  0.80872  0.243
O  2.69928  0.03683  0.70780  -1.076
H  -2.91988  -0.66468  1.67676  0.457
H  -1.76034  1.41877  -1.45896  0.205
O  -2.45058  -0.40673  0.86866  -0.848

***

# 10
A cluster of 2 separate species, C4H13NO2 in total. Source: the Open Molecules 2025 dataset; level of theory: wB97M-V/def2-TZVPD.

Results
SMILES: C[C@H](N)CCO.O
HOMO-LUMO gap: 10.192 eV

Each line ends with the natural charge from an NBO analysis.
Geometry (Å):
C  -0.73445  1.63144  1.26370  -0.620
C  -0.34675  0.33125  0.51278  -0.051
N  -0.17993  0.53394  -0.91708  -0.873
C  -1.42912  -0.71456  0.71258  -0.435
C  -1.09025  -2.10052  0.14384  -0.064
O  0.25607  -2.18446  -0.34508  -0.747
H  -0.47141  1.59701  2.31587  0.213
H  -1.81282  1.74494  1.20090  0.202
H  -0.35988  2.51092  0.73431  0.203
H  0.59491  -0.05213  0.88029  0.197
H  0.37137  1.35390  -1.12789  0.371
H  -1.00841  0.61480  -1.49953  0.364
H  -1.61980  -0.84736  1.79154  0.211
H  -2.36521  -0.34621  0.30246  0.199
H  -1.10372  -2.87317  0.92029  0.180
H  -1.76225  -2.43216  -0.65367  0.161
H  0.39631  -1.48469  -1.01108  0.487
O  3.08640  1.92312  -1.21936  -0.939
H  3.24530  1.04348  -0.86234  0.474
H  2.72507  2.43846  -0.49066  0.467

***

# 11
A cluster of 2 separate species, C4H13NO2 in total. Source: the Open Molecules 2025 dataset; level of theory: wB97M-V/def2-TZVPD.

Results
SMILES: CCCNCO.O
HOMO-LUMO gap: 9.040 eV

Each line ends with the natural charge from an NBO analysis.
Geometry (Å):
C  0.91581  0.67887  -2.48517  -0.638
C  1.17609  -0.62540  -1.82272  -0.421
C  -0.06676  -1.33411  -1.23150  -0.209
N  -0.72884  -0.50270  -0.23616  -0.690
C  -0.76525  -1.01570  1.15367  0.117
O  -1.59538  -0.40789  2.07906  -0.700
H  0.90443  0.80260  -3.57271  0.214
H  -0.05331  1.17080  -2.29863  0.214
H  1.55257  1.52100  -2.16529  0.211
H  1.70325  -1.40439  -2.38563  0.205
H  1.89015  -0.49351  -1.01091  0.201
H  0.21785  -2.30038  -0.79570  0.184
H  -0.77936  -1.49828  -2.04308  0.183
H  -1.59664  -0.15130  -0.62300  0.367
H  0.28925  -0.93706  1.44103  0.146
H  -1.10864  -2.05492  1.04211  0.138
H  -1.24620  0.49179  2.20280  0.479
O  0.86389  2.47159  2.22834  -0.935
H  0.39202  3.32853  2.31335  0.467
H  1.34352  2.63150  1.42600  0.468

***

# 12
A cluster of 2 separate species, C4H13NO2 in total. Source: the Open Molecules 2025 dataset; level of theory: wB97M-V/def2-TZVPD.

Results
SMILES: CC[C@H](N)CO.O
HOMO-LUMO gap: 9.061 eV

Each line ends with the natural charge from an NBO analysis.
Geometry (Å):
C  1.56816  -0.37720  -1.52545  -0.617
C  0.25529  -0.99807  -1.03509  -0.382
C  -0.04773  -0.55137  0.42649  -0.082
N  0.67266  -1.32107  1.40316  -0.870
C  -1.51326  -0.40234  0.76574  -0.058
O  -1.75507  0.33974  1.95884  -0.743
H  1.88065  -0.83002  -2.44498  0.207
H  2.38527  -0.42668  -0.76513  0.209
H  1.44412  0.69706  -1.66389  0.216
H  0.32063  -2.07187  -1.05115  0.200
H  -0.67527  -0.59624  -1.73515  0.190
H  0.34830  0.53736  0.48240  0.171
H  1.29133  -2.03775  1.09499  0.367
H  0.21685  -1.57529  2.25525  0.378
H  -1.90098  -1.40911  1.17684  0.177
H  -2.11765  0.00500  -0.01987  0.167
H  -1.44933  1.25501  1.95594  0.466
O  0.03892  3.04220  -0.48858  -0.934
H  -0.81593  2.95853  -0.93647  0.467
H  -0.14695  3.76212  0.14611  0.469

***

ΔE to the lowest compared entry with this formula, charge and spin (kJ/mol)
242.0; 82.6; 173.3; 70.3; 978.9; 148.3; 297.0; 164.9; 826.6; 60.8; 132.5; 123.3